1.
ORCA calculation (ωB97M-V/def2-TZVPD) on a single C2H5N3OS molecule.

Calculated values
spin multiplicity: 1
SMILES: [H]/N=C(/NO)C(N)=S
frontier orbital gap: 0.3165 hartree

Last column: natural (NBO) charge in e.
Geometry (Å):
H: -2.3742 0.7102 -0.3448  0.3281
N: -1.8790 1.0953 0.4833  -0.6562
C: -0.6893 0.6103 0.3520  0.3055
N: 0.2992 1.0143 1.1754  -0.3071
O: 1.1851 0.1131 1.6876  -0.5467
C: -0.2585 -0.4377 -0.5227  0.0583
N: -1.2161 -1.3701 -0.6284  -0.7521
S: 1.1813 -0.3957 -1.3429  -0.1235
H: 0.0913 1.6589 1.9268  0.3785
H: 2.0259 0.3675 1.1662  0.4856
H: -1.9598 -1.2558 0.0545  0.4095
H: -0.9065 -2.2669 -1.0037  0.4200

=====

2.
ORCA calculation (ωB97M-V/def2-TZVPD) on a single C2H5N3OS molecule.

Calculated values
spin multiplicity: 1
SMILES: C=NSC(=O)NN
frontier orbital gap: 0.3706 hartree

Last column: natural (NBO) charge in e.
Geometry (Å):
C: 2.6348 0.2546 0.0575  -0.0858
N: 2.1015 -0.9484 0.2226  -0.5303
S: 0.4253 -1.1160 -0.2534  0.3743
C: -0.3015 0.4283 -0.1512  0.4462
O: 0.2182 1.4665 -0.2259  -0.5770
N: -1.7513 0.3883 0.2681  -0.4810
N: -2.4374 -0.7369 -0.0329  -0.6381
H: 1.9129 1.0998 -0.2600  0.2295
H: 3.6885 0.4388 0.3003  0.1905
H: -2.0807 1.3331 -0.0909  0.3691
H: -1.9646 -1.3279 -0.7521  0.3452
H: -2.4455 -1.2802 0.9177  0.3575

=====

3.
ORCA calculation (ωB97M-V/def2-TZVPD) on a single C2H5N3S molecule.

Calculated values
spin multiplicity: 1
SMILES: [H]/N=C(/N)SN=C
frontier orbital gap: 0.3519 hartree

Last column: natural (NBO) charge in e.
Geometry (Å):
H: -2.2079 -1.5520 0.1138  0.3413
N: -2.3386 -0.5388 0.1388  -0.7273
C: -1.2556 0.0882 -0.0289  0.3089
N: -1.1704 1.4310 -0.1339  -0.8206
S: 0.3011 -0.8496 -0.0626  0.3936
N: 1.3749 0.4345 0.0563  -0.5939
C: 2.6250 0.2095 0.0311  -0.0686
H: -1.9987 1.9573 0.1007  0.4044
H: -0.2658 1.7964 0.1343  0.4139
H: 3.2570 1.0720 0.3923  0.1841
H: 3.1210 -0.7530 -0.1803  0.1642

=====

4.
ORCA calculation (ωB97M-V/def2-TZVPD) on 2 unconnected molecules or ions with the total composition C2H5N3S.

Calculated values
spin multiplicity: 1
SMILES: N=C=NN=S.C
frontier orbital gap: 0.2747 hartree

Last column: natural (NBO) charge in e.
Geometry (Å):
N: 0.3664 1.0074 2.0732  -0.6856
C: 1.1246 0.5650 1.2409  0.6318
N: 1.6686 0.5599 0.1850  -0.3022
N: 2.4068 -0.0035 -0.7264  -0.3188
S: 2.5384 0.6296 -2.1460  0.2611
H: 0.1497 0.5373 3.0312  0.4149
C: -1.7148 -0.6311 -0.7799  -0.8704
H: -1.3000 0.2344 -1.2976  0.2228
H: -0.8328 -0.9189 -0.1525  0.2034
H: -2.0735 -1.4899 -1.5018  0.2222
H: -2.3335 -0.4902 0.0740  0.2208

=====

Values for E_LUMO, eV, ordered as above
-0.284; 0.508; 0.691; -1.283
Values for max |F|, eV Å⁻¹, ordered as above
3.27; 5.60; 1.46; 4.14
Values for E, hartree, ordered as above
-716.828866; -716.803756; -641.628720; -641.509098